No. 1
{
  "formula": "C29H40CoF9N7O5P",
  "method": "ωB97M-V with the def2-TZVPD basis set",
  "homo_energy_ev": [-10.48, -10.48],
  "total_charge": 1,
  "spin_multiplicity": 2,
  "lumo_ev": [-2.2, -1.9],
  "s_squared": 0.7619,
  "symbols": ["Co", "C", "N", "C", "C", "O", "C", "O", "C", "C", "O", "N", "C", "C", "H", "H", "H", "H", "H", "H", "H", "H", "H", "H", "H", "H", "H", "H", "H", "H", "C", "N", "C", "N", "C", "N", "C", "P", "C", "C", "H", "H", "H", "H", "H", "H", "H", "H", "H", "H", "H", "H", "F", "C", "F", "F", "C", "O", "C", "F", "F", "F", "C", "F", "F", "F", "C", "N", "N", "C", "O", "C", "C", "C", "C", "C", "C", "C", "C", "C", "H", "H", "H", "H", "H", "H", "H", "H", "H", "H", "H", "H"],
  "coordinates": [[0.61, 0.53, 0.60], [3.81, 4.00, 2.82], [3.43, 2.59, 2.82], [4.45, 1.64, 3.25], [2.28, 2.16, 2.29], [1.97, 0.97, 2.21], [1.33, 3.21, 1.76], [0.27, 2.63, 1.00], [-1.05, 2.79, 1.49], [-1.49, 1.58, 2.30], [-0.77, 0.58, 2.29], [-2.64, 1.66, 2.97], [-3.13, 0.51, 3.72], [-3.60, 2.75, 2.78], [4.57, 4.15, 3.58], [2.97, 4.65, 3.07], [4.22, 4.30, 1.86], [4.77, 1.87, 4.26], [5.31, 1.69, 2.57], [4.04, 0.63, 3.22], [1.87, 3.88, 1.10], [0.93, 3.80, 2.59], [-1.70, 2.88, 0.62], [-1.12, 3.71, 2.08], [-2.30, -0.17, 3.92], [-3.90, -0.02, 3.15], [-3.55, 0.85, 4.66], [-3.10, 3.69, 2.54], [-4.15, 2.90, 3.71], [-4.31, 2.52, 1.99], [2.32, -4.16, -1.04], [0.87, -4.05, -0.91], [0.47, -4.68, 0.36], [1.15, -4.14, 1.53], [2.60, -4.24, 1.32], [3.05, -3.59, 0.09], [2.93, -2.14, 0.14], [1.16, -1.65, 0.37], [0.42, -2.66, -0.99], [0.75, -2.76, 1.80], [2.64, -3.67, -1.96], [2.58, -5.22, -1.11], [0.69, -5.75, 0.29], [-0.61, -4.56, 0.49], [2.86, -5.30, 1.26], [3.12, -3.80, 2.17], [3.30, -1.69, -0.78], [3.52, -1.74, 0.97], [0.73, -2.24, -1.94], [-0.67, -2.62, -0.93], [-0.32, -2.72, 1.99], [1.27, -2.39, 2.69], [0.92, 3.02, -1.73], [2.25, 2.96, -1.83], [2.75, 3.80, -0.90], [2.60, 3.45, -3.03], [2.75, 1.50, -1.60], [2.15, 0.91, -0.56], [2.52, 0.70, -2.94], [2.42, -0.61, -2.69], [1.37, 1.07, -3.53], [3.50, 0.86, -3.84], [4.29, 1.53, -1.31], [4.98, 2.32, -2.14], [4.79, 0.29, -1.39], [4.52, 1.97, -0.06], [-4.43, -2.33, -2.42], [-3.76, -1.57, -1.37], [-2.81, -0.61, -1.65], [-2.05, -0.38, -0.53], [-1.15, 0.49, -0.51], [-2.54, -1.27, 0.47], [-3.56, -1.99, -0.10], [-4.40, -3.08, 0.48], [-2.88, 0.21, -2.82], [-4.09, 0.72, -3.25], [-4.13, 1.52, -4.38], [-2.96, 1.83, -5.06], [-1.74, 1.34, -4.59], [-1.70, 0.52, -3.48], [-4.25, -1.86, -3.37], [-5.50, -2.36, -2.24], [-4.05, -3.35, -2.46], [-2.16, -1.33, 1.47], [-4.10, -3.27, 1.51], [-4.29, -4.00, -0.08], [-5.46, -2.80, 0.47], [-5.00, 0.51, -2.70], [-5.08, 1.92, -4.73], [-2.99, 2.46, -5.94], [-0.82, 1.59, -5.11], [-0.76, 0.14, -3.11]]
}

=====

No. 2
{
  "formula": "C29H40CoN4OP2S",
  "method": "ωB97M-V with the def2-TZVPD basis set",
  "homo_energy_ev": [-10.70, -10.92],
  "total_charge": 1,
  "spin_multiplicity": 5,
  "lumo_ev": [-3.1, -3.6],
  "s_squared": 6.0233,
  "e_above_lowest_kj_mol": 1.4,
  "symbols": ["Co", "C", "P", "C", "N", "C", "C", "C", "C", "C", "C", "N", "C", "P", "C", "C", "C", "C", "C", "C", "C", "C", "C", "H", "H", "H", "H", "H", "H", "H", "H", "H", "H", "H", "H", "H", "H", "H", "H", "H", "H", "H", "H", "H", "H", "H", "H", "H", "H", "H", "H", "C", "N", "N", "C", "O", "C", "C", "C", "C", "C", "C", "C", "C", "C", "H", "H", "H", "H", "H", "H", "H", "H", "H", "H", "H", "H", "S"],
  "coordinates": [[-0.11, 0.50, -0.06], [1.10, 0.10, 3.38], [-0.27, -0.24, 2.24], [-0.21, -2.08, 2.11], [-0.03, -2.76, 3.21], [-0.08, -4.11, 3.14], [0.12, -4.88, 4.31], [0.03, -6.24, 4.24], [-0.25, -6.89, 3.01], [-0.44, -6.17, 1.87], [-0.35, -4.76, 1.91], [-0.50, -4.04, 0.77], [-0.41, -2.74, 0.85], [-0.50, -1.77, -0.71], [-2.15, -2.19, -1.36], [0.76, -2.53, -1.84], [0.94, -1.53, -2.99], [0.35, -3.89, -2.40], [2.08, -2.63, -1.06], [-1.85, 0.10, 3.16], [-2.01, 1.62, 3.20], [-3.00, -0.51, 2.34], [-1.84, -0.46, 4.58], [1.05, -0.55, 4.25], [1.06, 1.14, 3.69], [2.03, -0.06, 2.85], [0.33, -4.37, 5.23], [0.18, -6.84, 5.13], [-0.31, -7.97, 2.99], [-0.65, -6.64, 0.92], [-2.31, -3.27, -1.36], [-2.25, -1.79, -2.37], [-2.90, -1.71, -0.73], [0.02, -1.40, -3.57], [1.71, -1.90, -3.67], [1.26, -0.55, -2.62], [-0.58, -3.82, -2.97], [0.21, -4.62, -1.61], [1.13, -4.25, -3.07], [2.37, -1.67, -0.65], [2.87, -2.96, -1.74], [2.01, -3.36, -0.25], [-2.02, 2.06, 2.20], [-1.22, 2.10, 3.78], [-2.96, 1.87, 3.68], [-3.03, -0.10, 1.33], [-3.95, -0.27, 2.83], [-2.92, -1.60, 2.29], [-1.04, -0.02, 5.18], [-1.73, -1.54, 4.59], [-2.79, -0.21, 5.06], [5.26, 3.32, -2.33], [3.88, 2.87, -2.21], [3.60, 1.77, -1.42], [2.31, 1.84, -1.00], [1.78, 0.87, -0.38], [1.79, 3.08, -1.45], [2.79, 3.69, -2.16], [2.82, 5.03, -2.79], [4.34, 0.55, -1.57], [4.88, -0.05, -0.44], [5.56, -1.25, -0.58], [5.72, -1.82, -1.83], [5.19, -1.20, -2.96], [4.48, -0.02, -2.83], [5.90, 2.45, -2.43], [5.56, 3.90, -1.46], [5.35, 3.92, -3.23], [0.79, 3.43, -1.29], [1.84, 5.49, -2.71], [3.10, 4.97, -3.84], [3.54, 5.68, -2.28], [4.75, 0.42, 0.53], [5.98, -1.73, 0.29], [6.26, -2.75, -1.94], [5.31, -1.65, -3.93], [4.05, 0.47, -3.69], [-1.76, 1.77, -0.60]]
}

=====

No. 3
{
  "formula": "C29H40MgN5O4",
  "method": "ωB97M-V with the def2-TZVPD basis set",
  "homo_energy_ev": [-10.83, -11.27],
  "total_charge": 1,
  "lumo_ev": [-3.1, -4.2],
  "e_above_lowest_kj_mol": 186.2,
  "symbols": ["Mg", "C", "C", "O", "N", "C", "C", "C", "C", "C", "C", "N", "H", "H", "H", "H", "H", "H", "H", "H", "H", "H", "N", "C", "C", "C", "O", "O", "H", "H", "H", "H", "H", "H", "C", "C", "C", "C", "C", "C", "C", "C", "N", "C", "C", "C", "C", "C", "C", "C", "C", "C", "C", "H", "H", "H", "H", "H", "H", "H", "H", "H", "H", "H", "H", "H", "H", "H", "H", "H", "H", "H", "H", "H", "H", "H", "H", "O", "N"],
  "coordinates": [[1.84, 0.37, 0.15], [2.90, 4.36, -0.90], [1.80, 3.34, -0.93], [2.04, 2.14, -0.74], [0.58, 3.78, -1.23], [-0.60, 2.95, -1.32], [-1.36, 2.87, -0.02], [-2.74, 3.00, 0.01], [-3.40, 2.93, 1.23], [-2.65, 2.74, 2.37], [-1.27, 2.62, 2.25], [-0.63, 2.68, 1.08], [3.79, 3.93, -0.47], [2.60, 5.24, -0.32], [3.13, 4.69, -1.92], [0.47, 4.78, -1.34], [-0.30, 1.95, -1.64], [-1.24, 3.36, -2.10], [-3.30, 3.15, -0.91], [-4.47, 3.03, 1.28], [-3.11, 2.69, 3.35], [-0.65, 2.46, 3.12], [4.09, 0.66, 0.63], [4.88, -0.48, 1.17], [4.70, -1.75, 0.34], [3.24, -2.18, 0.33], [2.87, -3.15, 0.95], [2.46, -1.37, -0.33], [4.39, 0.83, -0.33], [4.36, 1.50, 1.15], [4.54, -0.66, 2.19], [5.94, -0.23, 1.22], [5.32, -2.54, 0.76], [5.03, -1.56, -0.69], [1.12, 0.69, -4.89], [0.13, 0.12, -3.91], [-1.09, -0.39, -4.35], [-2.02, -0.94, -3.47], [-3.31, -1.52, -3.98], [-1.73, -0.97, -2.12], [-0.51, -0.44, -1.61], [0.40, 0.10, -2.57], [-0.14, -0.39, -0.31], [-0.78, -1.21, 0.73], [-0.79, -2.69, 0.32], [-1.35, -3.54, 1.47], [-0.43, -3.41, 2.68], [-0.40, -1.94, 3.13], [-1.80, -1.48, 3.51], [-2.71, -1.60, 2.29], [-2.76, -3.06, 1.83], [-2.18, -0.72, 1.15], [0.11, -1.08, 1.97], [1.11, 0.13, -5.83], [2.13, 0.66, -4.49], [0.88, 1.73, -5.13], [-1.32, -0.37, -5.41], [-3.61, -1.05, -4.91], [-4.11, -1.41, -3.25], [-3.19, -2.59, -4.17], [-2.45, -1.39, -1.45], [1.37, 0.45, -2.23], [0.23, -2.99, 0.07], [-1.41, -2.84, -0.57], [-1.38, -4.58, 1.15], [0.58, -3.74, 2.42], [-0.79, -4.04, 3.50], [0.28, -1.83, 3.98], [-1.78, -0.44, 3.86], [-2.19, -2.09, 4.33], [-3.72, -1.26, 2.54], [-3.42, -3.16, 0.96], [-3.17, -3.68, 2.62], [-2.11, 0.32, 1.47], [-2.89, -0.74, 0.32], [1.13, -1.40, 1.72], [0.10, -0.03, 2.28], [2.71, 1.38, 3.42], [1.98, 1.33, 2.55]]
}

=====

No. 4
{
  "formula": "C29H40N10OSTi",
  "method": "ωB97M-V with the def2-TZVPD basis set",
  "homo_energy_ev": [-9.86, -9.87],
  "total_charge": 1,
  "spin_multiplicity": 2,
  "lumo_ev": [-3.2, -3.2],
  "s_squared": 0.7534,
  "e_above_lowest_kj_mol": 126.2,
  "symbols": ["Ti", "C", "C", "N", "C", "C", "N", "C", "C", "C", "N", "C", "C", "N", "C", "H", "H", "H", "H", "H", "H", "H", "H", "H", "H", "H", "H", "H", "H", "H", "H", "H", "H", "H", "H", "H", "H", "H", "H", "O", "N", "C", "C", "N", "C", "N", "C", "C", "C", "C", "C", "C", "N", "C", "C", "C", "C", "C", "C", "H", "H", "H", "H", "H", "H", "H", "H", "H", "H", "C", "N", "C", "C", "N", "C", "S", "H", "H", "H", "H", "H", "H"],
  "coordinates": [[0.59, 0.72, 0.00], [1.49, -0.79, 3.39], [1.30, 0.73, 3.59], [0.88, 1.41, 2.36], [0.96, 2.87, 2.47], [0.28, 3.51, 1.27], [0.62, 2.82, 0.00], [1.66, 3.48, -0.82], [3.10, 3.35, -0.29], [3.50, 2.02, 0.37], [2.80, 0.82, -0.10], [3.35, -0.36, 0.60], [2.38, -1.54, 0.54], [1.02, -1.11, 0.90], [0.63, -1.42, 2.30], [1.21, -1.28, 4.32], [2.54, -1.02, 3.22], [2.25, 1.16, 3.93], [0.57, 0.91, 4.38], [-0.11, 1.20, 2.25], [2.01, 3.17, 2.53], [0.48, 3.24, 3.39], [0.54, 4.57, 1.21], [-0.80, 3.44, 1.41], [-0.24, 2.80, -0.56], [1.43, 4.55, -0.91], [1.60, 3.05, -1.81], [3.29, 4.14, 0.43], [3.75, 3.53, -1.15], [3.33, 2.08, 1.44], [4.58, 1.90, 0.23], [2.96, 0.71, -1.10], [3.49, -0.06, 1.64], [4.32, -0.65, 0.20], [2.74, -2.33, 1.21], [2.38, -1.94, -0.47], [0.32, -1.63, 0.35], [0.67, -2.50, 2.43], [-0.41, -1.11, 2.41], [-1.11, 0.81, 0.58], [-1.86, 1.58, -0.22], [-3.13, 1.70, 0.08], [-3.66, 1.10, 1.24], [-3.93, 0.57, 2.23], [-3.91, 2.51, -0.78], [-4.52, 3.21, -1.46], [0.45, 2.53, -5.45], [-0.34, 2.95, -4.40], [-0.34, 2.28, -3.19], [0.48, 1.16, -3.01], [1.28, 0.74, -4.08], [1.27, 1.42, -5.29], [0.43, 0.35, -1.83], [-0.30, -0.85, -2.15], [0.34, -2.08, -2.29], [-0.38, -3.22, -2.64], [-1.74, -3.14, -2.89], [-2.38, -1.91, -2.80], [-1.67, -0.78, -2.43], [0.41, 3.04, -6.41], [-1.01, 3.80, -4.53], [-1.02, 2.57, -2.41], [1.88, -0.15, -3.97], [1.88, 1.07, -6.11], [1.41, -2.15, -2.18], [0.13, -4.17, -2.73], [-2.29, -4.02, -3.18], [-3.44, -1.83, -3.01], [-2.16, 0.18, -2.37], [-2.38, -5.56, 1.27], [-2.78, -4.48, 2.14], [-3.46, -4.60, 3.34], [-3.73, -3.36, 3.78], [-3.20, -2.48, 2.86], [-2.63, -3.16, 1.84], [-1.84, -2.55, 0.48], [-3.08, -6.39, 1.38], [-1.37, -5.90, 1.50], [-2.41, -5.20, 0.25], [-3.70, -5.56, 3.77], [-4.25, -3.03, 4.66], [-3.43, -1.49, 2.80]]
}

=====

No. 5
{
  "formula": "C29H40N2O2P3STi",
  "method": "ωB97M-V with the def2-TZVPD basis set",
  "homo_energy_ev": [-8.94, -11.12],
  "total_charge": 1,
  "spin_multiplicity": 3,
  "lumo_ev": [-1.9, -1.9],
  "s_squared": 2.0065,
  "e_above_lowest_kj_mol": 0.0,
  "symbols": ["Ti", "C", "P", "C", "C", "C", "C", "C", "C", "C", "P", "C", "C", "H", "H", "H", "H", "H", "H", "H", "H", "H", "H", "H", "H", "H", "H", "H", "H", "O", "C", "O", "C", "P", "C", "C", "C", "C", "C", "C", "C", "C", "C", "C", "C", "C", "H", "H", "H", "H", "H", "H", "H", "H", "H", "H", "H", "H", "C", "C", "N", "C", "S", "N", "C", "C", "H", "H", "H", "H", "H", "H", "H", "H", "H", "H", "H", "H"],
  "coordinates": [[0.10, -0.24, -0.49], [-1.33, 1.74, 2.56], [-1.21, 0.04, 1.82], [-3.02, -0.36, 1.76], [-0.53, -1.03, 3.15], [-0.83, -0.82, 4.49], [-0.38, -1.70, 5.46], [0.36, -2.79, 5.10], [0.68, -3.02, 3.77], [0.22, -2.13, 2.79], [0.57, -2.38, 1.01], [2.30, -2.91, 1.01], [-0.41, -3.89, 0.64], [-0.38, 2.05, 3.02], [-2.12, 1.79, 3.31], [-1.53, 2.41, 1.75], [-3.50, -0.34, 2.72], [-3.18, -1.34, 1.31], [-3.48, 0.39, 1.07], [-1.38, 0.05, 4.83], [-0.64, -1.51, 6.48], [0.73, -3.49, 5.85], [1.25, -3.91, 3.50], [2.47, -3.71, 1.72], [2.91, -2.06, 1.34], [2.53, -3.21, -0.01], [-0.26, -4.73, 1.32], [-0.20, -4.22, -0.39], [-1.43, -3.57, 0.71], [0.53, -0.92, -4.44], [0.20, -0.28, -3.46], [0.68, -0.56, -2.20], [-0.76, 0.93, -3.44], [-1.86, 0.66, -1.99], [-2.62, 2.27, -1.60], [-3.90, 2.38, -1.10], [-4.38, 3.59, -0.58], [-3.56, 4.70, -0.60], [-2.23, 4.59, -1.07], [-1.76, 3.37, -1.53], [-3.16, -0.54, -2.48], [-3.09, -1.83, -1.93], [-3.97, -2.79, -2.35], [-4.95, -2.46, -3.28], [-5.00, -1.21, -3.87], [-4.08, -0.23, -3.46], [-1.27, 1.08, -4.36], [-0.26, 1.85, -3.14], [-4.54, 1.53, -1.11], [-5.38, 3.68, -0.23], [-3.88, 5.66, -0.21], [-1.54, 5.43, -1.08], [-0.74, 3.21, -1.85], [-2.32, -2.02, -1.20], [-3.89, -3.78, -1.90], [-5.69, -3.21, -3.55], [-5.74, -0.93, -4.58], [-4.08, 0.80, -3.87], [4.63, -0.10, -2.89], [4.82, 0.40, -1.48], [3.50, 0.72, -0.94], [3.12, 1.35, 0.18], [1.44, 1.71, 0.41], [3.97, 1.78, 1.11], [5.24, 1.19, 1.51], [6.49, 2.00, 1.28], [5.56, -0.56, -3.26], [4.41, 0.73, -3.58], [3.84, -0.86, -2.92], [5.43, 1.29, -1.48], [5.27, -0.39, -0.87], [2.70, 0.47, -1.53], [3.51, 2.30, 1.86], [5.28, 0.23, 1.04], [5.14, 1.06, 2.58], [6.76, 2.11, 0.24], [7.33, 1.51, 1.82], [6.43, 2.97, 1.76]]
}

=====

No. 6
{
  "formula": "C29H40N6O3S2",
  "method": "ωB97M-V with the def2-TZVPD basis set",
  "homo_energy_ev": -8.03,
  "smiles": "O=C1C[C@@H](CCCCCCCSc2nnco2)[C@H](S)O1.c1cc[nH]c1.c1cc[nH]c1.c1cc[nH]c1.c1cc[nH]c1",
  "lumo_ev": 0.0,
  "symbols": ["O", "C", "C", "C", "C", "C", "C", "C", "C", "C", "C", "S", "C", "N", "N", "C", "O", "C", "S", "O", "H", "H", "H", "H", "H", "H", "H", "H", "H", "H", "H", "H", "H", "H", "H", "H", "H", "H", "H", "H", "C", "C", "C", "N", "C", "H", "H", "H", "H", "H", "C", "C", "C", "N", "C", "H", "H", "H", "H", "H", "C", "C", "C", "N", "C", "H", "H", "H", "H", "H", "C", "C", "C", "N", "C", "H", "H", "H", "H", "H"],
  "coordinates": [[-4.53, -1.62, -1.14], [-3.53, -0.96, -1.17], [-2.10, -1.40, -0.92], [-1.30, -0.10, -0.77], [-0.01, 0.00, -1.61], [1.17, -0.30, -0.69], [2.56, -0.41, -1.31], [3.60, -0.48, -0.19], [3.93, 0.91, 0.37], [4.20, 0.98, 1.89], [2.98, 1.38, 2.71], [1.86, -0.04, 3.03], [0.63, 0.85, 3.88], [0.12, 0.63, 5.04], [-0.84, 1.62, 5.24], [-0.82, 2.35, 4.19], [0.07, 1.94, 3.27], [-2.39, 1.00, -0.90], [-2.81, 1.67, 0.74], [-3.53, 0.37, -1.49], [-2.06, -2.04, -0.04], [-1.78, -1.96, -1.80], [-0.94, -0.03, 0.27], [-0.03, -0.76, -2.40], [0.10, 0.97, -2.10], [1.18, 0.46, 0.11], [0.97, -1.25, -0.18], [2.60, -1.30, -1.95], [2.78, 0.45, -1.96], [4.53, -0.95, -0.54], [3.20, -1.12, 0.60], [4.82, 1.27, -0.15], [3.13, 1.62, 0.14], [4.63, 0.04, 2.24], [4.96, 1.75, 2.08], [3.26, 1.79, 3.68], [2.40, 2.13, 2.16], [-1.40, 3.23, 3.96], [-2.13, 1.87, -1.50], [-2.84, 0.49, 1.39], [-4.44, -4.92, 2.48], [-5.76, -5.38, 2.28], [-6.26, -4.75, 1.17], [-5.28, -3.93, 0.68], [-4.17, -4.03, 1.47], [-3.76, -5.21, 3.26], [-6.30, -6.09, 2.89], [-7.21, -4.82, 0.69], [-5.35, -3.34, -0.12], [-3.28, -3.46, 1.25], [2.49, -1.73, -6.18], [1.15, -2.16, -5.97], [0.41, -1.05, -5.64], [1.26, 0.03, -5.64], [2.53, -0.38, -5.97], [3.33, -2.35, -6.46], [0.76, -3.16, -6.06], [-0.63, -0.94, -5.41], [0.99, 0.97, -5.43], [3.34, 0.32, -6.03], [6.80, 1.13, -4.14], [7.66, 2.02, -3.44], [6.89, 2.73, -2.57], [5.60, 2.31, -2.71], [5.53, 1.34, -3.67], [7.08, 0.42, -4.90], [8.73, 2.11, -3.56], [7.15, 3.49, -1.85], [4.81, 2.66, -2.20], [4.60, 0.87, -3.93], [-6.63, 2.58, 5.43], [-5.60, 2.23, 6.34], [-4.50, 1.89, 5.61], [-4.83, 2.01, 4.28], [-6.13, 2.43, 4.16], [-7.63, 2.90, 5.67], [-5.66, 2.24, 7.42], [-3.52, 1.55, 5.90], [-4.20, 1.81, 3.53], [-6.57, 2.59, 3.20]]
}

=====

Which formula does entry 3 have?
C29H40MgN5O4